Density functional theory data (ωB97M-V/def2-TZVPD) for a cluster of 2 separate species, C4H13NO in total.

**LUMO energy (alpha / beta)**: 4.3 / 4.1 eV
**Kohn-Sham gap (alpha / beta)**: 4.60 / 7.34 eV
**Highest occupied orbital energy (alpha / beta)**: -0.30 / -3.20 eV
**Energy relative to the best compared isomer or geometry (same formula, charge and spin)**: 53.1 kcal per mole
**Calculated total energy**: -7892.876 eV
**Charge**: -1
**Multiplicity**: 2

Geometry as XYZ:
```
19
C4H13NO ωB97M-V/def2-TZVPD
C -1.35 -1.24 0.60
H 3.27 -0.20 -0.65
H 2.12 1.15 -2.42
H -1.20 -2.08 1.27
N -2.89 -1.12 0.45
H -0.22 -0.01 1.96
H 0.02 0.33 0.06
H 3.81 1.47 -0.57
C 2.93 0.82 -0.44
H 1.47 2.21 -1.19
H -1.01 -1.51 -0.40
C 1.75 1.15 -1.38
O 0.68 0.33 -1.18
H -1.46 0.95 1.08
H -3.32 -0.92 1.37
C -0.78 0.10 1.03
H 2.59 0.84 0.59
H -3.06 -0.33 -0.20
H -3.35 -1.95 0.01
```